No. 1
Computed, not measured: an isolated molecule of C5H10 at a distorted geometry, with the ωB97M-V functional and the def2-TZVPD basis.

Cartesian coordinates (Å):
C (1.66989, 0.17462, 1.34056)
C (0.99565, 0.92946, 0.47045)
C (-0.51181, 0.85691, 0.35370)
C (-1.02724, 0.12521, -0.88787)
C (-0.56673, -1.36377, -0.88238)
H (2.74804, 0.18597, 1.43451)
H (1.15818, -0.44029, 2.10239)
H (1.51030, 1.54477, -0.23994)
H (-0.89893, 1.90511, 0.37068)
H (-0.92728, 0.34879, 1.23352)
H (-0.65280, 0.60604, -1.80852)
H (-2.12364, 0.28472, -0.89213)
H (-0.99839, -1.87084, -1.77255)
H (0.52290, -1.38501, -0.88081)
H (-0.89813, -1.90168, 0.05839)

Output
**SMILES**: C=CCCC

***

No. 2
Computed, not measured: an isolated molecule of C5H10, with the ωB97M-V functional and the def2-TZVPD basis.

Cartesian coordinates (Å):
C (1.12739, 0.45183, -1.27109)
C (0.28942, 1.19232, -0.24222)
C (-0.63333, 0.30452, 0.55641)
C (-1.41377, -0.97243, 0.43359)
C (-0.02525, -1.05571, 0.96170)
H (0.52593, -0.32310, -1.76107)
H (1.97602, -0.04829, -0.79154)
H (1.51299, 1.12708, -2.03776)
H (-0.19003, 2.08125, -0.66610)
H (0.95053, 1.57946, 0.54806)
H (-1.17566, 0.93576, 1.26793)
H (-2.15691, -0.98681, 1.22145)
H (-1.70489, -1.49318, -0.46949)
H (0.25808, -1.24012, 1.98696)
H (0.65948, -1.55257, 0.26316)

Output
**SMILES**: CCC1CC1

***

No. 3
Computed, not measured: an isolated molecule of C5H10, with the ωB97M-V functional and the def2-TZVPD basis.

Cartesian coordinates (Å):
C (-1.16532, 0.54889, -0.08751)
C (0.20342, 1.23826, -0.34457)
C (1.28694, 0.15233, -0.10895)
C (0.50913, -1.16815, -0.01956)
C (-0.82959, -0.77983, 0.60595)
H (-1.65868, 0.34353, -1.04526)
H (-1.85787, 1.16423, 0.49718)
H (0.25310, 1.62501, -1.36830)
H (0.35833, 2.09817, 0.31646)
H (1.82934, 0.34238, 0.82539)
H (2.03630, 0.12835, -0.90787)
H (1.02980, -1.95722, 0.53286)
H (0.31696, -1.54401, -1.03299)
H (-0.72814, -0.63411, 1.69007)
H (-1.58373, -1.55783, 0.44710)

Output
**SMILES**: C1CCCC1

***

No. 4
Computed, not measured: an isolated molecule of C5H10 at a distorted geometry, with the ωB97M-V functional and the def2-TZVPD basis.

Cartesian coordinates (Å):
C (-0.15593, -1.72896, 1.13670)
C (-0.43490, -0.20159, 0.93102)
C (0.46709, 0.36662, -0.14757)
C (0.30655, 0.46549, -1.65772)
C (-0.05581, 1.68460, -0.81809)
H (-0.71452, -2.18181, 1.95349)
H (0.89012, -1.83320, 1.51834)
H (-0.32847, -2.07732, 0.15660)
H (-1.54276, -0.25495, 0.62073)
H (-0.35001, 0.42492, 1.80834)
H (1.45755, 0.43751, 0.26089)
H (-0.44471, -0.11064, -2.09267)
H (1.35657, 0.50787, -2.11979)
H (0.63304, 2.50792, -0.96350)
H (-1.08379, 1.99353, -0.58677)

Output
**SMILES**: CCC1CC1

***

The records above yield E_tot values of -196.477302, -196.447296, -196.507940, -196.446440 a.u., respectively.
The records above yield energy relative to the best compared isomer or geometry (same formula, charge and spin) values of 19.5, 38.3, 0.3, 38.9 kcal per mole, respectively.